13
Properties=species:S:1:pos:R:3:forces:R:3 method="wB97M-V/def2-TZVPD" homo_lumo_gap_ev=2.5 lumo_ev=-20.09 charge=+3 fmax_ev_per_a=6.179 molar_mass_g_mol=187.91 e_tot_ev=-11896.6305
In -9.907492 -30.648441 12.116890 0.244 -0.220 -0.435
C -12.387950 -30.151813 17.861495 0.148 -0.298 -0.460
C -12.258110 -28.978867 16.898436 0.615 -5.617 0.709
O -11.694745 -29.053122 15.800072 -0.372 1.456 0.377
N -12.892673 -27.861174 17.287971 -0.012 5.690 -2.408
C -13.053165 -26.641271 16.540258 1.622 -1.067 2.810
H -13.256863 -30.223428 18.515678 -0.319 0.792 0.130
H -11.507328 -30.237601 18.498073 0.324 0.305 0.213
H -12.441402 -31.104914 17.335340 0.188 0.151 -0.594
H -13.213057 -27.774725 18.241907 -0.568 -0.410 1.347
H -13.939435 -26.765172 15.917952 -1.564 -0.038 -1.171
H -12.260518 -26.399597 15.832165 0.432 -0.756 -0.946
H -13.206582 -25.795583 17.210614 -0.738 0.012 0.427